{
  "formula": "C2H4FIO",
  "method": "the ωB97M-V functional and the def2-TZVPD basis",
  "species": ["C", "C", "O", "F", "I", "H", "H", "H", "H"],
  "xyz": [[1.538936, -0.398574, 0.308577], [-1.729139, 1.121401, -0.063039], [0.222584, -0.598575, -0.284808], [-1.736256, 2.046529, -1.052849], [-3.415007, -0.050367, -0.409715], [1.240234, 0.430462, 0.897368], [2.105575, -0.207405, -0.666470], [2.071059, -1.243266, 0.806902], [-0.297988, -1.100205, 0.464032]],
  "forces_ev_per_angstrom": [[-0.07, -0.21, -3.09], [0.23, 2.00, -0.93], [-1.40, -3.44, 2.49], [0.26, -1.28, 1.23], [-0.51, -0.57, -0.13], [1.52, 1.11, 1.09], [-0.11, 0.45, 1.86], [-1.00, 0.43, -0.12], [1.09, 1.49, -2.40]],
  "lumo_energy_ev": -0.581,
  "total_energy_ha": -551.24253,
  "homo_ev": -9.3649,
  "max_force_ev_per_a": 4.5,
  "total_charge": 0,
  "spin_multiplicity": 1,
  "relative_energy_kcal_mol": 85.1
}

{
  "formula": "H8O4",
  "method": "the ωB97M-V functional and the def2-TZVPD basis",
  "species": ["O", "H", "H", "O", "H", "H", "O", "H", "H", "O", "H", "H"],
  "xyz": [[14.934493, 17.624774, -9.302299], [13.990230, 17.815494, -9.112142], [15.104597, 18.040431, -10.151980], [17.498421, 20.053315, -10.325474], [17.273192, 19.377552, -10.972934], [18.165119, 19.638682, -9.764870], [16.947288, 16.508234, -7.628480], [16.289618, 16.835297, -8.275771], [16.459429, 16.425694, -6.804374], [12.360305, 18.663935, -8.905645], [11.600325, 18.470582, -8.344577], [12.134227, 19.483472, -9.361025]],
  "forces_ev_per_angstrom": [[-0.55, -0.02, -0.05], [0.62, -0.01, -0.09], [0.02, 0.02, 0.07], [0.03, -0.09, -0.04], [0.10, 0.05, 0.02], [-0.13, 0.02, 0.00], [-0.17, 0.07, -0.28], [0.19, -0.08, 0.39], [0.02, 0.02, -0.05], [-0.35, 0.13, 0.02], [0.12, -0.04, -0.05], [0.10, -0.09, 0.05]],
  "lumo_energy_ev": 0.303,
  "total_energy_ha": -305.75010,
  "homo_ev": -10.5179,
  "max_force_ev_per_a": 0.6,
  "total_charge": 0,
  "spin_multiplicity": 1,
  "relative_energy_kcal_mol": 18.3
}

no.,Kohn-Sham gap (eV)
1,8.7839
2,10.8212